[1]
DFT (ωB97M-V/def2-TZVPD) results for C4H5NO in the gas phase in a non-equilibrium geometry.

Positions of all 11 atoms, in Å:
1 O -0.696 1.315 -0.928
2 C -0.894 0.263 -0.042
3 C -0.383 -1.051 -0.534
4 C 0.319 -0.360 0.619
5 C 1.553 0.384 0.578
6 N 2.478 1.079 0.640
7 H 0.086 1.823 -0.672
8 H -1.786 0.365 0.574
9 H -0.850 -1.999 -0.284
10 H 0.030 -0.994 -1.536
11 H 0.142 -0.825 1.584

For the LUMO energy, the calculation gives 0.0295 hartree. The value obtained for the HOMO energy is -10.742 eV. The calculation puts the electronic energy at -7765.07289 eV. As for the energy above the lowest of the compared OMol25 structures with the same formula, charge and spin: 1.454 eV. Its SMILES is N#C[C@@H]1C[C@@H]1O. Its HOMO-LUMO gap is 11.545 eV.

Atom charges from the Löwdin analysis, given in e for atoms 1 to 8: 0.001 -0.328 -0.033 -0.214 -0.191 0.153 0.092 0.148

[2]
DFT (ωB97M-V/def2-TZVPD) results for C4H5NO in the gas phase in a non-equilibrium geometry.

Positions of all 11 atoms, in Å:
1 O 1.992 0.123 -0.373
2 C 0.931 0.422 0.552
3 C 0.368 -0.839 0.763
4 C -0.877 -0.897 0.153
5 C -1.162 0.400 -0.270
6 N -0.105 1.202 -0.023
7 H 1.456 -0.181 -1.138
8 H 0.995 -1.641 1.129
9 H -1.460 -1.781 -0.055
10 H -2.078 0.783 -0.697
11 H -0.164 2.212 -0.037

For the LUMO energy (alpha / beta), the calculation gives 0.0128 / 0.0128 hartree. The value obtained for the HOMO energy (alpha / beta) is -8.013 / -8.010 eV. The calculation puts the electronic energy at -7763.74330 eV. As for the energy above the lowest of the compared OMol25 structures with the same formula, charge and spin: 2.783 eV. Its SMILES is Oc1ccc[nH]1. Its HOMO-LUMO gap (alpha / beta) is 8.361 / 8.359 eV.

Atom charges from the Löwdin analysis, given in e for atoms 1 to 8: -0.048 -0.327 -0.070 -0.080 -0.100 0.050 0.100 0.115

[3]
DFT (ωB97M-V/def2-TZVPD) results for C4H5NO in the gas phase in a non-equilibrium geometry.

Positions of all 11 atoms, in Å:
1 C 1.300 0.739 -0.375
2 C -0.161 0.538 0.044
3 C -0.454 -0.892 0.436
4 O 0.343 -1.648 0.933
5 C -1.845 -1.355 0.202
6 N -2.921 -1.723 -0.013
7 H 1.910 -0.091 -0.009
8 H 1.710 1.664 0.035
9 H 1.393 0.780 -1.464
10 H -0.870 0.860 -0.726
11 H -0.403 1.129 0.939

For the LUMO energy, the calculation gives -0.0124 hartree. The value obtained for the HOMO energy is -11.221 eV. The calculation puts the electronic energy at -7765.72364 eV. As for the energy above the lowest of the compared OMol25 structures with the same formula, charge and spin: 0.803 eV. Its SMILES is CCC(=O)C#N. Its HOMO-LUMO gap is 10.882 eV.

Atom charges from the Löwdin analysis, given in e for atoms 1 to 8: -0.082 -0.174 -0.402 0.123 -0.111 0.173 0.072 0.075

[4]
DFT (ωB97M-V/def2-TZVPD) results for C4H5NO in the gas phase.

Positions of all 11 atoms, in Å:
1 C 0.371 0.995 1.319
2 C 0.425 -0.315 0.595
3 C -0.550 -0.952 -0.013
4 C -1.037 -1.149 -1.218
5 N -0.407 -0.352 -2.278
6 O 0.440 0.424 -1.921
7 H -0.536 1.561 1.096
8 H 0.434 0.829 2.399
9 H 1.240 1.591 1.022
10 H 1.386 -0.829 0.576
11 H -1.796 -1.829 -1.579

For the LUMO energy, the calculation gives -0.0125 hartree. The value obtained for the HOMO energy is -9.095 eV. The calculation puts the electronic energy at -7762.11850 eV. As for the energy above the lowest of the compared OMol25 structures with the same formula, charge and spin: 4.408 eV. Its SMILES is CC=C=CN=O. Its HOMO-LUMO gap is 8.755 eV.

Atom charges from the Löwdin analysis, given in e for atoms 1 to 8: -0.082 -0.149 -0.027 -0.127 -0.036 -0.032 0.084 0.078

[5]
DFT (ωB97M-V/def2-TZVPD) results for C4H5NO in the gas phase in a non-equilibrium geometry.

Positions of all 11 atoms, in Å:
1 N 2.580 0.881 -0.259
2 C 1.782 0.047 -0.198
3 C 0.683 -0.921 -0.112
4 C -0.522 -0.245 0.533
5 C -1.115 0.920 -0.114
6 O -1.752 -0.353 -0.154
7 H 1.003 -1.803 0.452
8 H 0.409 -1.244 -1.123
9 H -0.593 -0.338 1.617
10 H -1.604 1.683 0.488
11 H -0.698 1.265 -1.061

For the LUMO energy, the calculation gives 0.0328 hartree. The value obtained for the HOMO energy is -10.905 eV. The calculation puts the electronic energy at -7764.91217 eV. As for the energy above the lowest of the compared OMol25 structures with the same formula, charge and spin: 1.614 eV. Its SMILES is N#CC[C@H]1CO1. Its HOMO-LUMO gap is 11.797 eV.

Atom charges from the Löwdin analysis, given in e for atoms 1 to 8: 0.146 -0.225 -0.116 -0.313 -0.107 -0.031 0.123 0.135

[6]
DFT (ωB97M-V/def2-TZVPD) results for a molecular structure, C4H5NO.

Positions of all 11 atoms, in Å:
1 C 0.341 -0.601 0.911
2 C -0.617 0.246 -0.003
3 C -0.081 1.582 -0.462
4 O 1.026 1.976 -0.196
5 C -0.164 -0.922 -0.707
6 N 0.159 -1.854 -1.435
7 H -0.157 -1.063 1.759
8 H 0.663 -1.732 -0.163
9 H 1.273 -0.072 1.103
10 H -1.671 0.262 0.282
11 H -0.773 2.176 -1.088

For the LUMO energy, the calculation gives 0.0204 hartree. The value obtained for the HOMO energy is -8.383 eV. The calculation puts the electronic energy at -7760.93021 eV. As for the energy above the lowest of the compared OMol25 structures with the same formula, charge and spin: 5.596 eV. Its HOMO-LUMO gap is 8.938 eV.

Atom charges from the Löwdin analysis, given in e for atoms 1 to 8: -0.043 -0.200 -0.212 0.074 -0.382 0.135 0.088 0.176

[7]
DFT (ωB97M-V/def2-TZVPD) results for 2 unconnected molecules or ions with the total composition C4H5NO in a non-equilibrium geometry.

Positions of all 11 atoms, in Å:
1 O 2.263 -0.711 -0.369
2 C 1.389 -0.006 -0.051
3 N -0.244 -1.166 -0.182
4 C -1.497 -0.986 -0.314
5 C -0.314 1.675 0.374
6 C 1.002 1.278 0.383
7 H 0.048 -2.146 -0.229
8 H -1.844 0.046 -0.259
9 H -2.190 -1.823 -0.464
10 H -0.338 2.737 0.682
11 H 1.894 1.865 0.647

For the LUMO energy, the calculation gives 0.0109 hartree. The value obtained for the HOMO energy is -7.786 eV. The calculation puts the electronic energy at -7761.92315 eV. As for the energy above the lowest of the compared OMol25 structures with the same formula, charge and spin: 4.603 eV. Its HOMO-LUMO gap is 8.083 eV.

Atom charges from the Löwdin analysis, given in e for atoms 1 to 8: 0.150 -0.248 0.066 -0.009 -0.006 -0.259 0.100 0.035

[8]
DFT (ωB97M-V/def2-TZVPD) results for a molecular structure, C4H5NO in a non-equilibrium geometry.

Positions of all 11 atoms, in Å:
1 C 1.769 0.066 0.174
2 C 0.293 0.067 -0.008
3 N -0.539 1.062 0.064
4 C -1.908 0.523 -0.144
5 C -1.695 -0.783 -0.357
6 O -0.331 -1.073 -0.338
7 H 2.050 -0.526 1.053
8 H 2.114 1.092 0.313
9 H 2.273 -0.368 -0.696
10 H -1.692 1.566 0.517
11 H -2.333 -1.623 -0.580

For the LUMO energy, the calculation gives 0.0349 hartree. The value obtained for the HOMO energy is -9.388 eV. The calculation puts the electronic energy at -7762.79051 eV. As for the energy above the lowest of the compared OMol25 structures with the same formula, charge and spin: 3.736 eV. Its HOMO-LUMO gap is 10.338 eV.

Atom charges from the Löwdin analysis, given in e for atoms 1 to 8: 0.008 -0.416 0.037 -0.078 -0.130 0.043 0.090 0.087

[9]
DFT (ωB97M-V/def2-TZVPD) results for 2 unconnected molecules or ions with the total composition C4H5NO.

Positions of all 11 atoms, in Å:
1 C -1.876 0.066 0.180
2 C -0.503 0.502 -0.081
3 C 0.545 1.063 -0.369
4 C 2.189 -0.356 -0.145
5 N 1.568 -1.299 0.240
6 O 0.467 -1.718 0.528
7 H -2.047 -0.069 1.251
8 H -2.575 0.827 -0.189
9 H -2.091 -0.879 -0.322
10 H 1.152 1.886 -0.686
11 H 3.172 -0.022 -0.407

For the LUMO energy, the calculation gives 0.0271 hartree. The value obtained for the HOMO energy is -8.989 eV. The calculation puts the electronic energy at -7760.84769 eV. As for the energy above the lowest of the compared OMol25 structures with the same formula, charge and spin: 5.679 eV. Its SMILES is C#[N+][O-].C#CC. Its HOMO-LUMO gap is 9.726 eV.

Atom charges from the Löwdin analysis, given in e for atoms 1 to 8: -0.103 -0.150 0.024 0.059 -0.204 -0.008 0.083 0.080

[10]
DFT (ωB97M-V/def2-TZVPD) results for C4H5NO in the gas phase in a non-equilibrium geometry.

Positions of all 11 atoms, in Å:
1 O 1.923 -0.253 1.194
2 C 0.784 -0.034 1.527
3 C -0.383 0.032 0.568
4 C 0.032 -0.330 -0.864
5 C -0.674 0.455 -1.879
6 N -1.218 1.100 -2.670
7 H 0.530 0.152 2.589
8 H -0.789 1.051 0.627
9 H -1.179 -0.622 0.944
10 H -0.135 -1.393 -1.062
11 H 1.108 -0.158 -0.974

For the LUMO energy, the calculation gives 0.0252 hartree. The value obtained for the HOMO energy is -10.586 eV. The calculation puts the electronic energy at -7765.88659 eV. As for the energy above the lowest of the compared OMol25 structures with the same formula, charge and spin: 0.640 eV. Its SMILES is N#CCCC=O. Its HOMO-LUMO gap is 11.272 eV.

Atom charges from the Löwdin analysis, given in e for atoms 1 to 8: 0.054 -0.254 -0.152 -0.176 -0.228 0.137 0.124 0.127